Entry from the Open Molecules 2025 dataset: a cluster of 2 separate species, C3H8N2O in total at a distorted geometry (the ωB97M-V functional and the def2-TZVPD basis).

Summary:
SMILES: C=CN.NC=O
Highest occupied orbital energy (eV): -7.856
Multiplicity: 1

Each line ends with the natural charge from an NBO analysis.
Atoms and positions in Å:
C -0.96 -0.60 1.42  -0.56
C -1.42 -0.78 0.18  0.03
N -1.43 0.16 -0.85  -0.83
H -0.06 -0.06 1.66  0.20
H -1.39 -1.13 2.26  0.20
H -1.93 -1.71 -0.07  0.18
H -1.28 1.13 -0.68  0.41
H -2.12 -0.05 -1.55  0.38
C 1.79 1.10 -0.10  0.53
N 1.83 -0.06 -0.79  -0.82
O 0.95 1.95 -0.29  -0.62
H 2.58 1.20 0.67  0.11
H 2.34 -0.84 -0.42  0.39
H 1.12 -0.32 -1.45  0.41

Entry from the Open Molecules 2025 dataset: a structure of composition C2H2Cl2O2S at a distorted geometry (the ωB97M-V functional and the def2-TZVPD basis).

Summary:
Highest occupied orbital energy (eV): -9.674
Multiplicity: 1

Each line ends with the natural charge from an NBO analysis.
Atoms and positions in Å:
C 0.62 -0.70 0.85  -0.73
C -1.21 1.24 -1.32  0.38
O 1.87 -2.92 1.15  -0.89
O -1.12 0.06 -1.65  -0.46
S 0.49 -2.29 1.19  1.13
Cl -2.27 2.00 -0.39  0.14
Cl 0.21 2.31 -1.09  -0.05
H -0.34 -0.06 0.79  0.22
H 1.74 0.35 0.47  0.26

Entry from the Open Molecules 2025 dataset: the molecule C5H4O2 (the ωB97M-V functional and the def2-TZVPD basis).

Summary:
SMILES: C=C/C=C1/OC1=O
Highest occupied orbital energy (eV): -9.301
Multiplicity: 1

Each line ends with the natural charge from an NBO analysis.
Atoms and positions in Å:
O -0.09 3.00 0.25  -0.50
C 0.59 2.04 0.29  0.76
C -1.52 -0.77 -0.36  -0.35
C -0.33 -1.35 -0.16  -0.22
C 0.92 -0.63 0.13  -0.28
C 0.96 0.68 0.24  0.18
O 1.92 1.72 0.48  -0.44
H -1.64 0.31 -0.33  0.20
H -2.40 -1.36 -0.57  0.21
H -0.25 -2.44 -0.20  0.21
H 1.85 -1.19 0.24  0.24

Entry from the Open Molecules 2025 dataset: the molecule C23H30N2O5 (the ωB97M-V functional and the def2-TZVPD basis).

Summary:
SMILES: COc1ccc(N2CCN(C(=O)CCc3cc(OC)c(OC)c(OC)c3)CC2)cc1
Highest occupied orbital energy (eV): -7.374
Multiplicity: 1

Each line ends with the natural charge from an NBO analysis.
Atoms and positions in Å:
C 6.19 -1.98 3.47  -0.25
H 7.18 -1.89 3.91  0.20
O 5.39 -1.04 4.15  -0.50
C 4.08 -0.91 3.77  0.28
C 3.45 -1.67 2.79  -0.28
C 2.12 -1.44 2.49  -0.28
C 1.37 -0.47 3.14  0.22
C 2.02 0.27 4.14  -0.23
C 3.34 0.06 4.44  -0.24
H 3.83 0.64 5.21  0.22
H 1.47 1.02 4.69  0.21
N 0.01 -0.22 2.91  -0.46
C -0.76 -1.15 2.10  -0.22
H -0.34 -2.15 2.20  0.21
C -0.82 -0.70 0.62  -0.25
N 0.26 0.22 0.36  -0.45
C 1.37 0.03 -0.40  0.71
O 2.22 0.90 -0.49  -0.65
C 1.51 -1.26 -1.18  -0.48
H 2.57 -1.51 -1.18  0.24
H 0.96 -2.09 -0.74  0.20
C 1.05 -1.03 -2.63  -0.41
C -0.34 -0.46 -2.65  0.00
C -1.45 -1.28 -2.67  -0.25
C -2.74 -0.75 -2.58  0.27
C -2.92 0.63 -2.47  0.13
C -1.78 1.46 -2.45  0.35
C -0.51 0.91 -2.56  -0.35
H 0.36 1.54 -2.55  0.23
O -2.01 2.80 -2.30  -0.52
C -0.91 3.68 -2.29  -0.25
H -1.33 4.67 -2.13  0.20
H -0.21 3.44 -1.48  0.18
H -0.37 3.66 -3.24  0.18
O -4.18 1.17 -2.30  -0.53
C -4.61 2.08 -3.30  -0.25
H -4.56 1.62 -4.29  0.17
H -4.02 2.99 -3.30  0.20
H -5.65 2.31 -3.06  0.19
O -3.71 -1.71 -2.59  -0.50
C -5.08 -1.37 -2.65  -0.24
H -5.61 -2.32 -2.66  0.19
H -5.32 -0.82 -3.57  0.17
H -5.39 -0.79 -1.78  0.19
H -1.36 -2.35 -2.74  0.21
H 1.08 -1.98 -3.17  0.22
H 1.74 -0.33 -3.10  0.22
C 0.13 1.45 1.12  -0.25
C -0.34 1.13 2.55  -0.22
H 0.10 1.84 3.25  0.21
H -1.43 1.22 2.62  0.19
H -0.58 2.12 0.62  0.19
H 1.12 1.92 1.13  0.25
H -1.76 -0.16 0.43  0.20
H -0.80 -1.55 -0.05  0.23
H -1.78 -1.18 2.51  0.20
H 1.68 -2.05 1.71  0.21
H 3.98 -2.43 2.25  0.22
H 5.82 -3.00 3.61  0.17
H 6.25 -1.76 2.40  0.18

In order of appearance, E_tot = -8267.533, -42076.635, -9341.766, -37554.012 eV.
In order of appearance, ΔE to the lowest compared entry with this formula, charge and spin = 173.02, 435.95, 233.16, 279.20 kJ/mol.
In order of appearance, HOMO-LUMO gap = 0.326, 0.324, 0.337, 0.296 Eh.